# 1
ORCA calculation (ωB97M-V/def2-TZVPD) on 2 unconnected molecules or ions with the total composition C2H5FIN.

```
10
Properties=species:S:1:pos:R:3
H 1.701 -0.552 1.748
N 1.054 -0.453 0.846
C -0.079 0.032 0.981
C -1.026 0.264 -0.073
I -0.926 0.708 2.906
H -0.465 0.716 -0.893
H -1.545 -0.800 -0.362
H -1.828 1.036 0.254
F 1.883 -0.157 -1.336
H 1.931 -0.614 -0.425
```

Its energy is -531.479131 Eh. For the energy relative to the best compared isomer or geometry (same formula, charge and spin), the calculation gives 17.5 kcal/mol. The SMILES is [H]/N=C(/C)I.F.

***

# 2
ORCA calculation (ωB97M-V/def2-TZVPD) on a molecular structure, C28H47SiSn.

```
77
Properties=species:S:1:pos:R:3
C -1.328 -4.381 -1.664
Si 0.026 -3.090 -1.855
C -0.076 -2.604 -3.669
H -0.262 -1.824 -0.891
C 1.650 -4.104 -1.719
Sn 3.144 -3.441 -0.238
C 4.944 -4.615 -0.004
C 3.609 -1.460 -1.003
C 1.953 -3.622 1.568
H -1.058 -5.336 -2.127
H -1.567 -4.570 -0.612
H -2.249 -4.028 -2.149
H 0.340 -3.376 -4.329
H -1.125 -2.465 -3.961
H 0.452 -1.667 -3.878
H 1.407 -5.145 -1.464
H 2.156 -4.132 -2.696
H 5.557 -4.233 0.824
H 4.665 -5.659 0.203
H 5.527 -4.581 -0.935
H 3.567 -0.709 -0.198
H 4.620 -1.480 -1.441
H 2.882 -1.212 -1.796
H 1.981 -2.685 2.141
H 0.919 -3.875 1.291
H 2.374 -4.442 2.169
C -0.611 4.889 -3.805
C -0.257 4.200 -2.523
C 0.076 2.846 -2.581
C 0.693 2.235 -1.481
C 1.395 0.934 -1.725
C 0.659 2.861 -0.209
C 1.135 2.144 1.070
C 2.643 2.301 1.310
C 0.645 0.650 1.160
C -0.744 0.510 0.678
C -1.893 0.270 1.466
C -3.034 1.156 1.420
C -3.019 2.389 0.562
C -4.148 0.880 2.203
C -4.244 -0.291 2.960
C -5.491 -0.613 3.715
C -3.134 -1.138 3.025
C -1.959 -0.850 2.358
C -0.825 -1.798 2.467
C 0.219 4.196 -0.116
C 0.266 4.944 1.204
C -0.175 4.850 -1.288
H -0.750 5.961 -3.649
H 0.196 4.740 -4.536
H -1.525 4.497 -4.268
H -0.056 2.283 -3.504
H 2.358 0.893 -1.170
H 0.747 0.071 -1.456
H 1.610 0.842 -2.817
H 0.656 2.631 1.950
H 2.920 3.354 1.205
H 2.900 2.009 2.338
H 3.265 1.706 0.629
H 1.284 0.030 0.493
H 0.820 0.304 2.198
H -0.905 1.001 -0.282
H -4.051 2.729 0.409
H -2.439 3.212 1.000
H -2.545 2.189 -0.403
H -4.976 1.594 2.188
H -5.448 -1.624 4.122
H -5.634 0.099 4.537
H -6.381 -0.544 3.079
H -3.189 -2.057 3.602
H -1.077 -2.572 3.198
H -0.627 -2.256 1.489
H 0.105 -1.327 2.795
H -0.127 5.968 1.090
H -0.320 4.476 2.010
H 1.303 5.050 1.550
H -0.417 5.915 -1.234
```

The charge is -1. Its energy is -1598.835193 Eh. For the energy relative to the best compared isomer or geometry (same formula, charge and spin), the calculation gives 3.4 kcal/mol.

***

# 3
ORCA calculation (ωB97M-V/def2-TZVPD) on a single C5H6OS molecule.

```
13
Properties=species:S:1:pos:R:3
O -2.078 -0.458 -1.001
C -1.142 -0.272 -0.304
C -0.957 1.007 0.420
S 0.921 1.186 0.634
C 1.141 -0.169 -0.400
C 1.181 -1.656 -0.329
C -0.035 -1.080 0.288
H -1.468 1.025 1.244
H -1.205 1.801 -0.309
H 0.549 0.000 -1.499
H 1.768 -2.016 0.388
H 1.262 -2.138 -1.316
H -0.155 -0.956 1.309
```

Its energy is -667.378405 Eh. For the energy relative to the best compared isomer or geometry (same formula, charge and spin), the calculation gives 100.2 kcal/mol. The SMILES is O=C1CS[C@H]2C[C@H]12.

***

# 4
ORCA calculation (ωB97M-V/def2-TZVPD) on a single C4H7NO2 molecule.

```
14
Properties=species:S:1:pos:R:3
C -1.313 -1.466 -0.026
C -0.317 -0.390 0.309
C 0.511 0.325 -0.716
C 1.932 0.533 -0.319
O 2.847 0.098 -0.978
N -0.608 0.984 -0.033
O -0.167 1.862 0.995
H -1.935 -1.171 -0.875
H -0.794 -2.397 -0.277
H -1.965 -1.657 0.833
H 0.191 -0.492 1.268
H 0.352 0.151 -1.778
H 2.100 1.063 0.637
H -0.835 2.559 0.958
```

Its energy is -361.747906 Eh. For the energy relative to the best compared isomer or geometry (same formula, charge and spin), the calculation gives 83.4 kcal/mol. The SMILES is C[C@H]1[C@H](C=O)N1O.

***

# 5
ORCA calculation (ωB97M-V/def2-TZVPD) on 2 unconnected molecules or ions with the total composition C6H18NO.

```
26
Properties=species:S:1:pos:R:3
C 0.340 2.518 -0.210
C 0.266 1.026 -0.673
C -0.789 0.227 -0.044
C -0.561 -1.222 -0.567
C -0.820 0.359 1.438
C -2.023 -0.663 1.892
N 1.621 0.232 -0.346
H 0.831 3.141 -0.949
H 0.897 2.637 0.736
H -0.611 3.013 -0.103
H 0.205 1.033 -1.889
H -1.905 0.602 -0.244
H 0.253 -1.926 -0.304
H -0.832 -1.185 -1.639
H -1.446 -1.736 -0.295
H -0.992 1.453 1.797
H -0.006 0.101 2.131
H -2.856 -0.636 1.228
H -2.515 -0.194 2.750
H -1.539 -1.669 1.956
H 1.594 -0.532 -1.018
H 1.547 -0.114 0.650
H 2.434 0.760 -0.479
H 2.164 -2.313 -2.658
H 2.694 -2.838 -1.455
O 2.049 -2.070 -1.703
```

The charge is +1. Its energy is -369.095908 Eh. For the energy relative to the best compared isomer or geometry (same formula, charge and spin), the calculation gives 51.2 kcal/mol.

***

# 6
ORCA calculation (ωB97M-V/def2-TZVPD) on 2 unconnected molecules or ions with the total composition C4H7NO.

```
13
Properties=species:S:1:pos:R:3
C 1.835 0.396 0.558
O 0.644 -0.202 0.827
C -0.158 -0.649 -0.056
C -1.534 -1.037 0.342
C -0.147 1.829 -0.924
N -1.056 2.212 -1.529
H 2.410 0.526 1.466
H 0.798 1.584 -0.339
H 2.336 -0.003 -0.325
H 0.234 -0.805 -1.061
H -1.700 -2.112 0.206
H -1.702 -0.777 1.389
H -2.263 -0.503 -0.279
```

Its energy is -286.455612 Eh. For the energy relative to the best compared isomer or geometry (same formula, charge and spin), the calculation gives 110.5 kcal/mol.

***

# 7
ORCA calculation (ωB97M-V/def2-TZVPD) on a molecular structure, C30H49BF4N3NaO3P2S2.

```
95
Properties=species:S:1:pos:R:3
Na 0.230 -1.209 -1.220
C -2.467 2.998 -2.045
C -3.241 2.829 -0.735
C -3.776 4.210 -0.322
P -2.318 1.610 0.366
C -3.728 1.016 1.444
C -3.308 -0.141 2.345
C -4.468 2.065 2.268
C -1.180 2.537 1.474
C -1.075 3.928 1.531
C -0.067 4.592 2.219
C -0.014 6.097 2.264
C 0.888 3.811 2.866
C 0.813 2.434 2.847
C -0.223 1.745 2.175
N -0.276 0.388 2.098
C -0.159 -0.383 3.187
C -0.310 0.076 4.531
C -0.326 -0.787 5.606
C -0.186 -2.165 5.456
C -0.187 -3.104 6.634
C -0.019 -2.629 4.154
C 0.009 -1.799 3.041
P 0.340 -2.438 1.366
C 2.179 -2.761 1.454
C 2.875 -1.456 1.847
C 2.640 -3.894 2.363
C -0.394 -4.141 1.396
C 0.001 -4.888 0.123
C -1.914 -4.026 1.505
H -3.064 3.559 -2.772
H -2.197 2.042 -2.494
H -1.549 3.569 -1.871
H -4.115 2.201 -0.959
H -3.018 4.979 -0.480
H -4.112 4.280 0.710
H -4.617 4.473 -0.973
H -4.419 0.609 0.694
H -2.654 0.199 3.148
H -2.769 -0.914 1.797
H -4.199 -0.585 2.804
H -3.770 2.619 2.904
H -5.200 1.580 2.923
H -5.008 2.778 1.648
H -1.800 4.530 1.010
H -0.548 6.533 1.417
H 1.016 6.459 2.226
H -0.466 6.499 3.177
H 1.712 4.293 3.387
H 1.571 1.840 3.346
H -0.455 1.135 4.704
H -0.471 -0.375 6.603
H -0.588 -2.611 7.523
H 0.819 -3.458 6.886
H -0.800 -3.989 6.446
H 0.092 -3.700 4.007
H 2.461 -3.005 0.427
H 2.662 -1.207 2.890
H 2.540 -0.619 1.232
H 3.959 -1.561 1.736
H 2.408 -3.676 3.410
H 3.725 -4.014 2.279
H 2.186 -4.851 2.101
H -0.025 -4.705 2.258
H -0.401 -4.389 -0.761
H -0.399 -5.907 0.142
H 1.081 -4.948 -0.018
H -2.317 -3.458 0.662
H -2.215 -3.523 2.425
H -2.374 -5.019 1.485
C 4.256 -0.497 -1.930
O 3.898 0.893 -1.773
C 2.648 1.083 -1.323
O 1.910 0.184 -0.980
N 2.327 2.396 -1.287
N 1.040 2.835 -0.960
H 5.266 -0.485 -2.329
H 3.582 -1.000 -2.620
H 4.230 -1.006 -0.969
H 2.920 3.048 -1.767
H 0.358 2.266 -1.456
H 0.883 2.690 0.034
C -1.622 -3.410 -3.641
O -2.432 -2.434 -2.990
C -2.469 -1.221 -3.665
S -3.830 -0.928 -4.580
S -1.093 -0.256 -3.518
H -1.632 -4.298 -3.011
H -0.594 -3.062 -3.756
H -2.047 -3.650 -4.620
F 2.972 -3.052 -3.549
B 2.307 -3.758 -2.538
F 3.216 -4.105 -1.522
F 1.684 -4.896 -3.049
F 1.301 -2.905 -1.964
```

The charge is -2. Its energy is -3628.627780 Eh. For the energy relative to the best compared isomer or geometry (same formula, charge and spin), the calculation gives 18.6 kcal/mol.

***

# 8
ORCA calculation (ωB97M-V/def2-TZVPD) on 2 unconnected molecules or ions with the total composition C3H5P3.

```
11
Properties=species:S:1:pos:R:3
C 0.062 -1.048 0.905
C 0.609 -1.594 -0.214
C 1.242 1.276 -0.537
P -3.224 -0.655 -0.448
P -3.376 0.846 0.727
P -0.165 0.022 -0.646
H -0.284 -1.103 1.852
H 0.900 -2.510 -0.438
H 1.791 1.049 0.315
H 0.632 2.167 -0.134
H 1.814 1.550 -1.382
```

Its energy is -1141.215751 Eh. For the energy relative to the best compared isomer or geometry (same formula, charge and spin), the calculation gives 62.0 kcal/mol.

***

- Which formula does entry 3 have?
  C5H6OS

***

- energy of number 3 (C5H6OS)?
  -667.378405 Eh